Record 1
A 7-piece molecular cluster, C32H55N5O8P2 overall. Source: the OMol25 dataset; level of theory: wB97M-V/def2-TZVPD.

HOMO-LUMO gap, eV: 8.45
Molecular weight, g mol⁻¹: 699.8
Energy, Eh: -2810.8053

Each line ends with the Löwdin charge.
CARTESIAN COORDINATES (ANGSTROEM)
1 C 16.31538 18.82812 -22.18425  -0.065
2 C 15.44338 18.02462 -21.19182  -0.301
3 O 16.09436 16.80496 -21.08274  -0.211
4 P 16.58454 16.22200 -19.60354  0.525
5 O 17.38932 17.21893 -18.80103  -0.268
6 O 17.39835 14.87364 -19.91332  -0.192
7 C 18.65572 14.90362 -20.57903  -0.249
8 C 18.37018 14.24703 -21.92575  -0.083
9 O 15.27528 15.65348 -18.82821  -0.200
10 C 14.52498 16.43131 -17.86869  -0.236
11 C 12.99767 16.43099 -18.26049  -0.052
12 H 17.36471 19.03076 -21.96986  0.079
13 H 16.33447 18.27120 -23.12104  0.072
14 H 15.81285 19.77657 -22.37397  0.071
15 H 15.36428 18.54975 -20.23994  0.111
16 H 14.44911 17.87595 -21.61302  0.117
17 H 18.91538 15.93958 -20.79692  0.115
18 H 19.39743 14.30170 -20.05398  0.125
19 H 19.27389 14.20460 -22.53372  0.074
20 H 17.89719 13.26993 -21.82748  0.080
21 H 17.73087 14.83627 -22.58316  0.070
22 H 14.73412 16.01841 -16.88185  0.115
23 H 14.95672 17.42987 -17.80115  0.099
24 H 12.56491 15.45153 -18.05679  0.070
25 H 12.44393 17.17421 -17.68681  0.069
26 H 12.84939 16.73371 -19.29706  0.064
27 C 3.35311 24.00726 -18.88239  -0.051
28 C 2.94402 22.79473 -19.78678  -0.280
29 O 3.05454 21.59515 -19.09349  -0.194
30 P 2.83915 20.20373 -19.83588  0.486
31 O 2.88386 20.31903 -21.33651  -0.252
32 O 3.97700 19.17243 -19.16631  -0.191
33 C 4.34284 19.34124 -17.79572  -0.302
34 C 5.00646 18.12716 -17.17246  -0.075
35 O 1.43112 19.74742 -19.25156  -0.196
36 C 0.86283 18.51467 -19.79238  -0.216
37 C 1.47454 17.27598 -19.05040  -0.059
38 H 3.42685 24.93413 -19.45125  0.071
39 H 2.72433 24.11508 -17.99858  0.072
40 H 4.37883 23.81385 -18.56841  0.069
41 H 1.89666 22.81588 -20.08790  0.119
42 H 3.56675 22.76259 -20.68081  0.114
43 H 5.06867 20.14991 -17.71011  0.112
44 H 3.51234 19.63601 -17.15425  0.116
45 H 5.39431 18.44617 -16.20504  0.076
46 H 4.30632 17.33493 -16.90737  0.069
47 H 5.84895 17.69750 -17.71441  0.081
48 H -0.20763 18.61888 -19.61533  0.112
49 H 0.99818 18.47066 -20.87306  0.108
50 H 0.78563 16.43214 -19.01258  0.073
51 H 2.44709 17.02352 -19.47292  0.069
52 H 1.67650 17.56654 -18.01944  0.068
53 C 9.09731 13.56192 -29.79076  -0.113
54 C 9.43130 14.86326 -30.32203  -0.101
55 C 9.27474 15.69635 -29.24155  -0.183
56 N 8.95804 15.04500 -28.08530  0.010
57 C 8.90701 13.66954 -28.40289  -0.121
58 H 8.99673 12.67415 -30.39750  0.081
59 H 9.74673 15.17022 -31.30827  0.088
60 H 9.39624 16.76945 -29.23130  0.103
61 H 8.86253 15.47913 -27.17838  0.143
62 H 8.46662 12.91677 -27.76587  0.092
63 C 12.46496 11.23045 -23.82707  -0.117
64 C 13.20357 11.59817 -22.72870  -0.143
65 C 12.65030 11.06651 -21.57799  -0.134
66 N 11.63521 10.23374 -21.98098  0.007
67 C 11.52440 10.35481 -23.33190  -0.158
68 H 12.47377 11.61288 -24.83706  0.098
69 H 14.01283 12.31330 -22.72068  0.091
70 H 12.86967 11.23983 -20.53480  0.103
71 H 10.96811 9.78744 -21.36786  0.148
72 H 10.67753 9.92108 -23.84288  0.106
73 C 6.74541 15.08044 -22.40442  -0.119
74 C 7.46387 16.26304 -22.65896  -0.119
75 C 8.79094 15.93986 -22.53058  -0.138
76 N 8.88192 14.61805 -22.10870  0.003
77 C 7.64647 14.11144 -21.99611  -0.160
78 H 5.67985 14.99562 -22.55869  0.089
79 H 7.04932 17.22759 -22.91235  0.094
80 H 9.68733 16.52148 -22.68735  0.099
81 H 9.78040 14.16110 -22.04512  0.147
82 H 7.41471 13.07205 -21.81623  0.105
83 C 6.43808 6.59429 -25.66943  -0.123
84 C 6.02906 7.26079 -24.55670  -0.150
85 C 5.53963 8.47500 -24.91878  -0.162
86 N 5.34932 8.45317 -26.24343  0.007
87 C 5.89927 7.28261 -26.71726  -0.135
88 H 6.96500 5.65266 -25.62379  0.101
89 H 6.14166 6.90883 -23.54189  0.097
90 H 5.18349 9.31668 -24.34333  0.109
91 H 4.98495 9.21557 -26.79669  0.152
92 H 5.96272 7.23202 -27.79422  0.104
93 C -0.01084 12.48401 -22.91022  -0.133
94 C -0.82714 11.57742 -22.22588  -0.116
95 C -2.12849 12.04898 -22.36710  -0.142
96 N -2.09279 13.20731 -23.09419  -0.011
97 C -0.79016 13.48103 -23.47983  -0.124
98 H 1.03384 12.25159 -23.05529  0.088
99 H -0.52898 10.67584 -21.71144  0.091
100 H -3.07489 11.59779 -22.10802  0.102
101 H -2.88184 13.69763 -23.49054  0.144
102 H -0.65496 14.19624 -24.27771  0.102

Record 2
A 4-piece molecular cluster, C32H56N2O5S2 overall. Source: the OMol25 dataset; level of theory: wB97M-V/def2-TZVPD.

HOMO-LUMO gap, eV: 8.50
Molecular weight, g mol⁻¹: 612.9
Energy, Eh: -2534.9467

Each line ends with the Löwdin charge.
CARTESIAN COORDINATES (ANGSTROEM)
1 C 2.46348 0.07031 4.14805  -0.073
2 C 2.04813 0.72879 2.83936  -0.277
3 N 3.01905 0.38202 1.78282  -0.217
4 C 3.12452 1.40574 0.72519  -0.228
5 C 1.88597 1.56705 -0.15441  -0.065
6 C 2.89168 -0.90931 1.26416  -1.101
7 S 4.20964 -1.70539 0.70907  0.685
8 S 1.28633 -1.62407 1.19732  0.946
9 C 1.57303 -3.40817 1.21063  -0.467
10 C 0.30427 -4.11947 0.74199  -0.228
11 C -0.84964 -4.09445 1.78124  -0.089
12 C -2.06156 -3.32869 1.31479  -0.508
13 O -2.97451 -3.87942 0.78073  0.141
14 O -2.01255 -2.00562 1.53354  -0.006
15 C -3.25677 -1.40990 1.94215  -0.287
16 C -3.29770 -1.52501 3.46550  -0.140
17 C -4.44275 -0.79419 4.14451  -0.268
18 N -4.35370 -0.89859 5.61317  0.007
19 C -3.26711 0.05452 1.51788  -0.088
20 C -3.02715 0.32677 0.05356  -0.195
21 C -1.83320 0.04992 -0.59998  -0.040
22 C -1.63506 0.34608 -1.94824  -0.046
23 C -2.65504 0.95532 -2.66840  -0.047
24 C -3.86860 1.24004 -2.04053  -0.274
25 C -4.95394 1.91191 -2.84537  -0.057
26 C -4.04851 0.92858 -0.69473  -0.001
27 H 2.03447 0.59117 4.99917  0.061
28 H 3.54101 0.17703 4.23453  0.082
29 H 2.21689 -0.98745 4.15704  0.065
30 H 1.01617 0.50641 2.57822  0.074
31 H 2.11389 1.80487 2.98277  0.118
32 H 4.00603 1.19866 0.12782  0.101
33 H 3.30998 2.34693 1.23644  0.110
34 H 1.93068 0.91396 -1.02220  0.045
35 H 0.95406 1.42167 0.38110  0.064
36 H 1.88862 2.57744 -0.55844  0.080
37 H 1.80556 -3.70495 2.22807  0.085
38 H 2.38203 -3.62862 0.52528  0.035
39 H 0.57128 -5.14863 0.52638  0.112
40 H -0.06368 -3.69781 -0.19109  0.114
41 H -1.21029 -5.10640 1.92004  0.119
42 H -0.50275 -3.73533 2.74750  0.116
43 H -4.12689 -1.91275 1.52755  0.156
44 H -3.36776 -2.57400 3.75594  0.128
45 H -2.35798 -1.10212 3.82128  0.118
46 H -5.39981 -1.19070 3.80410  0.111
47 H -4.44806 0.26550 3.91167  0.104
48 H -3.68278 -1.61381 5.86458  0.040
49 H -3.92408 -0.04027 5.92974  0.046
50 H -4.22367 0.50130 1.76251  0.109
51 H -2.52499 0.58640 2.11979  0.136
52 H -1.02685 -0.40464 -0.04947  0.064
53 H -0.67903 0.10813 -2.38665  0.079
54 H -2.50645 1.21213 -3.70780  0.109
55 H -4.55349 2.81946 -3.29328  0.076
56 H -5.25124 1.26754 -3.66828  0.078
57 H -5.79917 2.20091 -2.23041  0.070
58 H -4.98941 1.16839 -0.21676  0.111
59 C 3.39058 -0.67290 -4.03690  -0.155
60 C 3.02410 0.73686 -4.49428  -0.161
61 C 1.50915 0.64850 -4.58791  -0.197
62 O 1.09727 -0.30023 -3.59812  -0.172
63 C 2.24104 -1.00323 -3.09686  -0.197
64 H 4.36344 -0.74062 -3.55205  0.113
65 H 3.38643 -1.35415 -4.89153  0.115
66 H 3.31251 1.46198 -3.72833  0.115
67 H 3.48343 1.03264 -5.43298  0.092
68 H 1.19209 0.28328 -5.57107  0.114
69 H 1.01543 1.60348 -4.39806  0.120
70 H 2.44599 -0.65285 -2.08087  0.083
71 H 2.01661 -2.07014 -3.05396  0.121
72 C 3.02746 2.32352 -9.80977  -0.170
73 C 1.81286 3.10479 -9.31650  -0.169
74 C 1.66649 2.58215 -7.89427  -0.206
75 O 2.98517 2.25476 -7.44586  -0.162
76 C 3.88807 2.26744 -8.55540  -0.201
77 H 3.53824 2.78881 -10.65114  0.111
78 H 2.72801 1.31611 -10.10720  0.114
79 H 2.03623 4.17387 -9.30426  0.114
80 H 0.91739 2.95157 -9.91641  0.112
81 H 1.05517 1.67362 -7.86588  0.114
82 H 1.22838 3.31458 -7.21540  0.119
83 H 4.52618 3.15359 -8.47206  0.118
84 H 4.52115 1.38041 -8.51352  0.118
85 C -0.38275 0.54883 8.45903  -0.164
86 C 0.16553 -0.67281 7.72678  -0.163
87 C -0.96118 -0.97991 6.75143  -0.211
88 O -1.57667 0.27283 6.43435  -0.169
89 C -1.10766 1.27989 7.33840  -0.197
90 H 0.38456 1.15867 8.93277  0.113
91 H -1.09320 0.23667 9.22752  0.115
92 H 1.07346 -0.40575 7.18115  0.102
93 H 0.39680 -1.51137 8.38125  0.114
94 H -1.71450 -1.63083 7.20997  0.115
95 H -0.61034 -1.45042 5.83138  0.112
96 H -0.42808 1.94380 6.79344  0.116
97 H -1.95540 1.86741 7.69193  0.118